Computed, not measured: a single C11H17BO2 molecule at a distorted geometry, with ωB97M-V with the def2-TZVPD basis set.

Summary:
net charge: 0
structure (SMILES): CCCCCC#C[C@H]1CC=CB(O)O1
E_LUMO: 0.02616 hartree
relative energy (zero: lowest compared OMol25 entry of this formula, charge and spin): 2.2980 eV
maximum force: 0.0505 Eh/bohr
HOMO-LUMO gap: 10.28 eV
E: -604.7053 Ha

XYZ file:
```
31
Properties=species:S:1:pos:R:3:forces:R:3:nbo_charge:R:1
C 2.1530 4.7915 2.8096 0.06 -0.07 -0.25 -0.600
C 2.0113 3.7583 1.6971 -0.15 -0.03 0.29 -0.388
C 1.1065 2.6058 2.1219 0.19 0.04 -0.42 -0.390
C 0.8617 1.5879 1.0103 -0.07 0.07 0.40 -0.377
C 0.0668 0.4003 1.5622 0.08 0.25 0.05 -0.464
C -0.1848 -0.6162 0.5656 -0.08 -0.51 -0.29 0.053
C -0.3587 -1.4822 -0.2456 0.10 0.35 0.11 -0.060
C -0.6344 -2.5579 -1.1660 0.06 0.44 -2.17 0.055
C -2.0232 -3.1483 -0.9448 0.17 0.01 -0.17 -0.466
C -2.3524 -4.1709 -1.9943 0.02 0.07 0.15 -0.117
C -1.8879 -4.0421 -3.2321 0.30 0.26 -0.25 -0.558
B -1.0425 -2.7531 -3.5890 -0.58 -0.87 0.14 1.054
O -0.8642 -2.3064 -4.8590 0.24 0.31 -0.40 -0.867
O -0.4995 -2.0070 -2.6076 0.01 -0.32 2.57 -0.689
H 1.1839 5.2181 3.0620 -0.07 0.06 0.05 0.200
H 2.5647 4.3316 3.7061 0.05 0.01 0.11 0.200
H 2.8118 5.6001 2.5009 0.05 0.11 0.07 0.209
H 2.9973 3.3655 1.4370 0.00 0.00 -0.10 0.195
H 1.5996 4.2356 0.8056 0.03 -0.01 -0.09 0.195
H 0.1462 3.0090 2.4532 -0.05 -0.01 0.10 0.193
H 1.5623 2.0958 2.9754 -0.05 0.01 0.09 0.191
H 0.3109 2.0500 0.1885 0.03 -0.02 -0.03 0.206
H 1.8112 1.2291 0.6091 0.02 0.00 -0.04 0.204
H 0.6290 -0.0568 2.3833 -0.10 0.08 0.04 0.226
H -0.8904 0.7499 1.9609 0.08 0.01 0.10 0.224
H 0.1372 -3.3317 -1.0963 -0.15 0.03 -0.01 0.211
H -2.7615 -2.3399 -0.9724 0.04 0.00 0.11 0.231
H -2.0539 -3.5937 0.0513 0.01 0.08 0.01 0.229
H -2.9936 -4.9855 -1.6811 -0.07 -0.13 -0.11 0.200
H -2.1375 -4.7873 -3.9774 -0.10 -0.10 -0.04 0.210
H -1.2689 -2.8495 -5.5344 -0.09 -0.11 -0.03 0.489
```
Forces are in eV/Å.

Computed, not measured: a single C11H17BO2 molecule at a distorted geometry, with ωB97M-V with the def2-TZVPD basis set.

Summary:
net charge: 0
E_LUMO (alpha / beta): -0.07150 / -0.07147 hartree
relative energy (zero: lowest compared OMol25 entry of this formula, charge and spin): 7.1473 eV
maximum force: 0.0937 Eh/bohr
HOMO-LUMO gap (alpha / beta): 6.31 / 6.32 eV
E: -604.5271 Ha

XYZ file:
```
31
Properties=species:S:1:pos:R:3:forces:R:3:nbo_charge:R:1
B -5.8213 -0.6753 0.1284 1.51 -0.08 -2.03 0.961
C -2.2685 0.6370 1.0058 1.82 -0.40 -0.35 -0.159
C -1.1144 0.2260 0.8456 -0.81 0.18 0.90 0.231
C -4.7419 -0.5825 -1.1173 -2.05 -2.29 0.02 -0.433
C -3.9878 0.4352 -1.4063 -0.92 1.50 2.04 -0.224
C -4.0093 1.6596 -0.4827 2.11 0.22 1.51 -0.498
C -3.4850 1.2928 0.9020 -1.20 -0.85 -0.99 0.197
C 5.0203 -0.5344 0.1911 -0.26 1.51 -1.57 -0.590
C 0.2888 -0.2923 1.0397 -1.93 -0.08 -0.10 -0.494
C 3.5497 -0.6376 -0.1263 -0.14 1.01 -0.42 -0.402
C 1.3708 0.6439 0.5542 0.86 1.89 1.37 -0.384
C 2.7956 0.1823 0.9411 -0.23 -0.83 1.10 -0.394
O -5.5286 -0.2816 1.2963 1.90 1.93 2.32 -0.870
O -7.0216 -1.2177 -0.1955 -1.20 0.50 3.96 -0.873
H -4.7953 -1.4670 -1.8165 0.42 1.00 0.48 0.199
H -3.3961 0.4627 -2.2250 1.96 0.23 -2.47 0.195
H -3.3621 2.5751 -0.7486 -0.91 -1.36 -0.18 0.248
H -4.9705 1.9826 -0.1928 -1.42 0.58 -0.58 0.244
H -4.0527 1.6961 1.7353 0.43 -0.24 0.18 0.258
H 5.1753 -0.8283 1.1558 0.68 -1.16 2.67 0.198
H 5.6386 -1.0852 -0.4782 0.53 -0.49 -0.49 0.210
H 5.3448 0.5245 0.1810 -0.18 -0.42 -0.28 0.197
H 0.2665 -1.3771 0.7593 0.53 0.99 -0.46 0.257
H 0.4361 -0.3105 2.0810 -0.14 -0.25 1.65 0.234
H 3.2220 -1.6904 -0.2541 -0.02 0.66 0.28 0.206
H 3.4187 -0.1104 -1.0766 -0.28 -0.32 -0.19 0.191
H 1.2648 1.7527 1.0330 -0.34 -2.69 -1.25 0.214
H 1.2999 0.6857 -0.4950 0.03 0.65 -1.44 0.208
H 3.4070 1.0979 1.2312 -0.65 -1.31 -0.34 0.213
H 2.7019 -0.5173 1.8422 0.28 1.23 -0.72 0.197
H -7.0611 -1.4493 -1.0520 -0.42 -1.32 -4.61 0.463
```
Forces are in eV/Å.

Computed, not measured: a molecular structure, C11H17Br24NO3S2, with ωB97M-V with the def2-TZVPD basis set.

Summary:
net charge: 0
E_LUMO: -0.00841 hartree
maximum force: 0.0071 Eh/bohr
HOMO-LUMO gap: 9.15 eV
E: -63282.3493 Ha

XYZ file:
```
58
Properties=species:S:1:pos:R:3:forces:R:3:nbo_charge:R:1
N -1.0622 2.5622 0.2488 -0.17 -0.01 0.15 -0.499
O -0.5349 1.6359 -0.7285 0.02 0.07 -0.19 -0.610
S 0.9740 1.1173 -0.3442 -0.19 -0.09 -0.06 1.746
O 1.8810 1.5730 -1.3618 0.05 0.16 -0.18 -0.934
O 0.7217 -0.4190 -0.7552 0.04 -0.18 0.02 -0.709
C -0.1811 -1.1798 0.0775 -0.07 0.04 0.11 -0.084
C 0.5215 -1.9757 1.1964 0.02 -0.18 -0.11 -0.454
C 1.9738 -1.5971 1.4770 -0.05 -0.07 0.06 -0.525
S 2.0983 -0.1986 2.6309 0.16 0.14 0.30 -0.058
H -1.8487 2.0391 0.6349 0.09 0.11 0.07 0.344
H -0.3748 2.6244 1.0095 -0.12 0.00 -0.14 0.341
H -0.9519 -0.5154 0.4778 0.13 0.02 0.00 0.185
H -0.6844 -1.8572 -0.6098 0.03 0.03 -0.06 0.215
H 0.4905 -3.0442 0.9571 0.01 0.13 -0.09 0.222
H -0.0544 -1.8460 2.1169 0.03 -0.08 -0.05 0.220
H 2.4852 -2.4328 1.9581 -0.07 0.06 -0.08 0.232
H 2.5238 -1.3462 0.5706 -0.06 -0.12 0.03 0.240
H 2.6248 0.6991 1.7935 0.15 -0.02 -0.02 0.121
C 4.2575 1.3332 -3.6076 -0.15 0.08 0.03 -0.499
Br 5.7307 2.5412 -3.3636 0.00 -0.01 0.00 0.092
Br 4.0651 0.8014 -5.4461 0.01 0.05 -0.04 0.085
Br 4.4010 -0.2075 -2.4757 0.13 -0.16 0.13 0.085
H 3.3525 1.8496 -3.3129 0.02 -0.03 0.01 0.248
C 0.8258 4.8078 3.7179 0.00 0.07 0.00 -0.505
Br -1.0708 5.0108 3.9543 -0.03 0.01 -0.02 0.094
Br 1.7902 5.3028 5.3022 0.02 0.00 0.02 0.100
Br 1.2615 3.0150 3.1693 -0.05 -0.03 0.03 0.085
H 1.1289 5.4784 2.9257 0.00 -0.02 0.02 0.229
C 3.0158 -2.8889 -4.6275 -0.01 0.08 -0.01 -0.508
Br 4.0097 -4.2050 -5.6098 0.00 -0.02 0.00 0.094
Br 1.5657 -2.1725 -5.6599 0.00 -0.07 -0.13 0.100
Br 2.3864 -3.5713 -2.9447 0.00 -0.07 0.12 0.076
H 3.6854 -2.0682 -4.4076 0.01 -0.01 0.00 0.235
C -2.5952 0.4283 -3.6560 0.08 0.14 0.06 -0.509
Br -3.8331 -0.7958 -2.8345 -0.02 -0.04 0.06 0.071
Br -0.9771 -0.4589 -4.1844 -0.02 0.00 0.07 0.097
Br -3.4079 1.3654 -5.1247 -0.01 -0.02 0.00 0.089
H -2.3291 1.1630 -2.9065 0.01 -0.03 -0.02 0.231
C 1.3522 -1.2414 6.5847 0.02 0.02 0.04 -0.500
Br 0.6797 -1.7429 8.3136 -0.01 -0.01 0.06 0.094
Br 0.4849 -2.2589 5.1979 -0.01 -0.01 -0.02 0.081
Br 1.1988 0.6503 6.2963 0.03 -0.04 -0.11 0.104
H 2.4036 -1.4929 6.5606 -0.04 0.00 -0.03 0.227
C -3.0325 1.4815 7.8465 0.02 -0.01 -0.04 -0.503
Br -1.3861 1.8880 8.7433 -0.02 0.07 0.14 0.099
Br -2.9260 1.9370 5.9800 -0.01 0.02 -0.04 0.085
Br -3.5296 -0.3583 8.0914 -0.01 -0.03 0.00 0.093
H -3.8091 2.0915 8.2864 0.02 -0.02 -0.02 0.226
C -6.1424 4.1459 -7.1715 0.01 0.05 -0.02 -0.505
Br -5.0833 2.8175 -8.0735 0.02 -0.02 0.01 0.095
Br -7.5766 4.7695 -8.2882 -0.02 0.02 -0.02 0.093
Br -6.7926 3.5086 -5.4818 0.00 -0.02 0.03 0.099
H -5.4971 4.9907 -6.9741 -0.02 -0.03 0.00 0.226
C 0.3845 -6.7336 -1.3557 0.05 0.00 -0.11 -0.505
Br -0.7782 -5.3105 -0.7902 -0.04 0.06 0.01 0.083
Br 2.0546 -6.7025 -0.4064 0.02 0.04 0.03 0.094
Br -0.4769 -8.4431 -1.2158 -0.01 -0.02 0.00 0.101
H 0.6071 -6.5645 -2.4011 0.00 0.01 0.03 0.232
```
Forces are in eV/Å.

Computed, not measured: a gas-phase ion, C11H17BrN (charge +1) at a distorted geometry, with ωB97M-V with the def2-TZVPD basis set.

Summary:
net charge: +1
structure (SMILES): CC[N+](C)(C)[C@@H](Br)c1ccccc1
E_LUMO: -0.12026 hartree
relative energy (zero: lowest compared OMol25 entry of this formula, charge and spin): 1.0332 eV
maximum force: 0.0981 Eh/bohr
HOMO-LUMO gap: 9.56 eV
E: -3057.7828 Ha

XYZ file:
```
30
Properties=species:S:1:pos:R:3:forces:R:3:nbo_charge:R:1
C -2.6471 1.6817 0.2905 0.01 -4.09 0.20 -0.627
C -1.7813 0.4215 0.7861 -2.53 3.48 0.31 -0.207
N -0.7480 0.0533 -0.2016 -1.60 -4.42 0.74 -0.277
C 0.2628 1.0407 -0.3302 -0.26 1.77 -2.10 -0.409
C -1.2202 -0.4096 -1.5681 -0.25 2.31 -1.66 -0.428
C -0.2530 -1.1684 0.5397 3.05 -3.45 2.07 -0.072
Br -1.2173 -2.9142 0.0938 0.53 1.40 0.31 0.073
C 1.2470 -1.3406 0.4461 1.52 -0.39 -1.60 -0.168
C 1.9255 -1.6144 -0.7659 -1.81 0.17 -2.08 -0.173
C 3.3180 -1.4893 -0.9123 -0.62 -0.42 1.28 -0.213
C 4.0714 -1.2783 0.2476 -1.64 0.67 1.52 -0.160
C 3.4268 -1.0471 1.4875 0.12 0.13 -0.59 -0.196
C 2.0653 -1.0425 1.5474 -1.57 -0.15 -0.50 -0.193
H -3.3724 1.8504 1.0315 -0.69 0.64 1.25 0.245
H -2.1822 2.5445 -0.0360 1.25 1.63 -0.33 0.224
H -3.2523 1.2639 -0.5036 -0.10 0.20 -0.59 0.214
H -2.5311 -0.3807 0.9904 1.05 0.29 -0.46 0.256
H -1.2206 0.6402 1.7215 -0.54 -0.03 -0.68 0.224
H 1.0867 0.6658 -0.8685 0.93 -0.55 -0.49 0.253
H -0.1571 1.8300 -0.9628 0.07 0.17 0.55 0.236
H 0.5652 1.3719 0.6007 0.60 0.84 1.84 0.232
H -0.8226 -1.3067 -1.9941 0.60 -0.59 0.73 0.259
H -2.2910 -0.4745 -1.6644 -0.36 -0.03 0.58 0.250
H -0.9092 0.3754 -2.2928 -0.29 -0.30 0.61 0.232
H -0.2500 -1.2336 1.6958 -1.47 1.14 -1.91 0.289
H 1.2416 -1.7999 -1.7420 1.91 0.27 2.35 0.213
H 3.7748 -1.5848 -1.8790 0.15 -0.12 -0.18 0.242
H 5.1001 -1.1342 0.3546 1.66 -0.14 -0.89 0.233
H 3.8624 -0.7344 2.4454 0.73 -0.41 -0.83 0.239
H 1.6290 -0.7240 2.4709 -0.47 -0.03 0.54 0.209
```
Forces are in eV/Å.